Record 1
# C8H11Br2NO

A structure of composition C8H11Br2NO in a non-equilibrium geometry (ωB97M-V/def2-TZVPD, the OMol25 dataset).

Results
DFT total energy = -152093.8971 eV
Orbital gap (spin up / spin down) = 8.41 / 6.02 eV
ΔE to the lowest compared entry with this formula, charge and spin = 0.3 kcal/mol

Structure (ORCA input):
```
! RIJCOSX wB97M-V def2-TZVPD def2/J DEFGRID3
* xyz 0 1
C -1.43575 1.61531 0.55196
C -1.80142 0.61637 -0.38555
C 0.39101 -0.69646 -0.11268
C -0.52457 0.13949 -1.05587
C 0.29564 -0.14274 1.28226
C 1.81850 -0.64701 -0.73925
C -0.87471 -0.70736 -2.25540
C 1.28602 -0.50455 2.32847
N -0.32305 1.09599 1.34270
O -1.84372 2.71590 0.68645
Br 2.85147 0.96348 -0.46018
Br 2.94937 -2.14504 -0.37722
H -2.30780 -0.22259 0.03896
H -2.37298 1.04518 -1.29611
H 0.07011 -1.66992 -0.14143
H 0.14750 1.01762 -1.46678
H -1.91869 -0.99758 -2.14416
H -0.23547 -1.51314 -2.41071
H -0.86053 -0.04219 -3.17075
H 2.19984 -0.01475 1.97011
H 1.45020 -1.63836 2.42257
H 1.15976 -0.00001 3.22950
H -0.12074 1.73238 2.16311
*
```

=====

Record 2
# C3H9NO2S

A cluster of 2 separate species, C3H9NO2S in total in a non-equilibrium geometry (ωB97M-V/def2-TZVPD, the OMol25 dataset).

Results
DFT total energy = -19675.5454 eV
Orbital gap = 5.74 eV
ΔE to the lowest compared entry with this formula, charge and spin = 12.0 kcal/mol

Structure (ORCA input):
```
! RIJCOSX wB97M-V def2-TZVPD def2/J DEFGRID3
* xyz -2 1
C 0.91374 -0.49987 0.37519
O 1.22704 0.55149 1.22929
C -0.33213 -0.25644 -0.52511
C -0.88157 -1.53588 -1.15792
S -1.74396 -2.63996 0.02844
N -1.37597 0.60794 0.01854
H 1.75425 -0.83634 -0.26963
H 0.66868 -1.43325 0.91525
H 0.13453 0.35838 -1.31869
H -0.11047 -2.05574 -1.73348
H -1.68338 -1.20407 -1.82907
H -1.94222 0.02341 0.63315
H -0.86941 1.24189 0.62697
H 1.32534 1.52067 0.74372
H 1.24486 3.23595 1.53291
O 1.67066 2.92183 0.73044
*
```

=====

Record 3
# C6H20CdF18N3O22S6

A structure of composition C6H20CdF18N3O22S6 in a non-equilibrium geometry (ωB97M-V/def2-TZVPD, the OMol25 dataset).

Results
DFT total energy = -174546.6290 eV
Orbital gap = 6.54 eV

Structure (ORCA input):
```
! RIJCOSX wB97M-V def2-TZVPD def2/J DEFGRID3
* xyz -1 1
Cd -0.55021 1.66567 1.95727
C -2.98856 -1.75646 2.21671
F -2.44516 -1.44286 3.41175
F -2.41179 -2.75035 1.60050
F -4.21922 -2.11638 2.41754
S -3.13373 -0.06677 1.10532
O -3.93344 -0.24406 -0.04202
O -3.63910 0.99498 1.98865
N -1.46111 0.31561 0.78937
S -1.10381 -0.58182 -0.45664
O 0.37440 -0.66390 -0.62510
O -1.76259 -1.82819 -0.78192
C -1.58267 0.68040 -1.91135
F -2.50843 0.13531 -2.73861
F -2.14114 1.84719 -1.49389
F -0.48643 0.84833 -2.66969
C 4.99662 -5.20482 -3.21919
F 3.74656 -5.67165 -3.14111
F 5.41689 -4.91048 -1.94587
F 5.79931 -6.11474 -3.69383
S 5.01037 -3.67044 -4.44891
O 6.37924 -3.13590 -4.36647
O 4.63393 -4.32632 -5.70108
N 3.78767 -2.64479 -3.76608
S 4.21234 -1.32265 -4.38526
O 5.27732 -0.60280 -3.60781
O 4.45111 -1.39556 -5.88146
C 2.61762 -0.15052 -3.96856
F 2.87297 0.56148 -2.86635
F 2.47658 0.74157 -4.96038
F 1.49259 -0.83985 -3.89663
C 0.69928 4.49478 -0.24079
F 1.37526 5.17835 -1.07772
F 0.18400 5.38017 0.70854
F -0.36860 3.96807 -0.82284
S 1.84463 3.17274 0.51700
O 1.45865 1.97589 -0.23791
O 3.22702 3.51587 0.34648
N 1.00345 2.84835 2.04525
S 2.06602 3.77576 2.82093
O 3.26761 3.05248 3.17870
O 2.34134 5.15963 2.37324
C 1.13537 3.93519 4.53846
F 1.04484 2.77937 5.17495
F 1.79010 4.76603 5.34184
F -0.03700 4.40543 4.39352
O -6.39911 -1.47620 0.24849
H -5.46298 -1.38677 0.06989
H -6.59701 -2.38926 0.04018
O -4.29388 3.43030 0.37825
H -5.03510 2.94191 0.02006
H -4.45779 3.45805 1.32091
O -0.51789 -4.52320 2.35371
H -1.05612 -4.63239 3.13768
H -1.00273 -3.89803 1.81490
O -1.54509 1.59096 3.82775
H -1.13867 1.14197 4.56901
H -2.23357 2.12765 4.22040
O -1.90675 3.27982 1.43363
H -2.45232 2.97985 0.70658
H -2.38285 4.02541 1.79922
O -1.77489 -4.70438 -0.94958
H -1.85581 -3.82714 -0.57525
H -1.46130 -4.55660 -1.84180
O -5.68489 0.79949 -2.24880
H -5.60947 0.12024 -2.91899
H -4.85469 0.76130 -1.77390
O 3.25729 -0.23821 0.07441
H 2.46408 0.20612 -0.22496
H 3.29864 -1.03633 -0.45239
O 0.79650 0.12749 2.68502
H 0.49034 -0.71392 2.34660
H 1.46586 -0.10228 3.32952
O 1.70633 -2.60518 1.17271
H 1.53611 -3.41211 0.68680
H 2.49764 -2.24585 0.77153
*
```

=====

Record 4
# C22H34N6

The molecule C22H34N6 in a non-equilibrium geometry (ωB97M-V/def2-TZVPD, the OMol25 dataset).

Results
DFT total energy = -32305.7063 eV
SMILES = CCC[C@@H](c1nnnn1CCc1ccccc1)N1CCN(C2CCCC2)CC1
Orbital gap = 8.95 eV
ΔE to the lowest compared entry with this formula, charge and spin = 5.4 kcal/mol

Structure (ORCA input):
```
! RIJCOSX wB97M-V def2-TZVPD def2/J DEFGRID3
* xyz 0 1
C -0.06894 -3.98968 -1.96146
C 1.13581 -3.05761 -2.02715
C 0.76646 -1.58723 -1.81247
H 0.07227 -1.29474 -2.60266
H 1.66166 -0.96910 -1.90825
C 0.10197 -1.30997 -0.45371
C 0.78276 -2.06267 0.63970
N 0.19517 -2.98395 1.37200
N 1.10390 -3.42845 2.22801
N 2.21011 -2.83668 2.06555
N 2.06702 -1.95907 1.06639
C 3.16362 -1.12848 0.65933
H 4.06724 -1.59504 1.05977
C 3.02412 0.30389 1.19137
C 4.15438 1.14523 0.67253
C 4.02391 1.81783 -0.53575
C 5.07129 2.56796 -1.03986
C 6.26378 2.65171 -0.34116
C 6.40295 1.98323 0.86307
C 5.35451 1.23255 1.36516
H 5.46591 0.71361 2.30653
H 7.33036 2.04712 1.41298
H 7.08138 3.23831 -0.73302
H 4.95709 3.08995 -1.97872
H 3.09033 1.75780 -1.07757
H 3.03285 0.28043 2.28262
H 2.06882 0.70276 0.84722
H 3.22215 -1.11452 -0.43092
N 0.11762 0.11626 -0.10651
C -0.60083 0.39967 1.13267
C -2.12461 0.34986 0.98200
N -2.52939 1.30296 -0.03370
C -1.90524 0.96923 -1.29818
C -0.38397 1.02487 -1.12542
H 0.11394 0.83400 -2.07524
H -0.11676 2.03371 -0.79566
H -2.20561 1.70693 -2.04612
H -2.20639 -0.02934 -1.66429
C -3.95047 1.58833 -0.13469
C -4.49926 2.25095 1.14749
C -5.49235 1.25282 1.74015
H -4.97355 0.50674 2.34431
C -6.09000 0.58859 0.50364
H -6.79869 1.26769 0.02638
H -6.60645 -0.34293 0.73270
C -4.87868 0.37547 -0.40103
H -4.37219 -0.54752 -0.11778
H -5.15469 0.29851 -1.45224
H -6.24426 1.73588 2.36270
H -5.02207 3.17021 0.88231
H -3.69507 2.51326 1.83165
H -4.03570 2.29795 -0.96499
H -2.57841 0.61931 1.93501
H -2.42636 -0.68459 0.74310
H -0.28954 -0.30627 1.90464
H -0.31263 1.40807 1.44425
H -0.92139 -1.71587 -0.48488
H 1.60400 -3.14404 -3.01111
H 1.87566 -3.37572 -1.28912
H 0.22436 -4.99815 -2.24280
H -0.84763 -3.65633 -2.64454
H -0.47632 -4.02573 -0.95422
*
```

=====

- Which formula does entry 1 have?
  C8H11Br2NO

=====

Please write out number 3 again, unchanged.
# C6H20CdF18N3O22S6

A structure of composition C6H20CdF18N3O22S6 in a non-equilibrium geometry (ωB97M-V/def2-TZVPD, the OMol25 dataset).

Results
DFT total energy = -174546.6290 eV
Orbital gap = 6.54 eV

Structure (ORCA input):
```
! RIJCOSX wB97M-V def2-TZVPD def2/J DEFGRID3
* xyz -1 1
Cd -0.55021 1.66567 1.95727
C -2.98856 -1.75646 2.21671
F -2.44516 -1.44286 3.41175
F -2.41179 -2.75035 1.60050
F -4.21922 -2.11638 2.41754
S -3.13373 -0.06677 1.10532
O -3.93344 -0.24406 -0.04202
O -3.63910 0.99498 1.98865
N -1.46111 0.31561 0.78937
S -1.10381 -0.58182 -0.45664
O 0.37440 -0.66390 -0.62510
O -1.76259 -1.82819 -0.78192
C -1.58267 0.68040 -1.91135
F -2.50843 0.13531 -2.73861
F -2.14114 1.84719 -1.49389
F -0.48643 0.84833 -2.66969
C 4.99662 -5.20482 -3.21919
F 3.74656 -5.67165 -3.14111
F 5.41689 -4.91048 -1.94587
F 5.79931 -6.11474 -3.69383
S 5.01037 -3.67044 -4.44891
O 6.37924 -3.13590 -4.36647
O 4.63393 -4.32632 -5.70108
N 3.78767 -2.64479 -3.76608
S 4.21234 -1.32265 -4.38526
O 5.27732 -0.60280 -3.60781
O 4.45111 -1.39556 -5.88146
C 2.61762 -0.15052 -3.96856
F 2.87297 0.56148 -2.86635
F 2.47658 0.74157 -4.96038
F 1.49259 -0.83985 -3.89663
C 0.69928 4.49478 -0.24079
F 1.37526 5.17835 -1.07772
F 0.18400 5.38017 0.70854
F -0.36860 3.96807 -0.82284
S 1.84463 3.17274 0.51700
O 1.45865 1.97589 -0.23791
O 3.22702 3.51587 0.34648
N 1.00345 2.84835 2.04525
S 2.06602 3.77576 2.82093
O 3.26761 3.05248 3.17870
O 2.34134 5.15963 2.37324
C 1.13537 3.93519 4.53846
F 1.04484 2.77937 5.17495
F 1.79010 4.76603 5.34184
F -0.03700 4.40543 4.39352
O -6.39911 -1.47620 0.24849
H -5.46298 -1.38677 0.06989
H -6.59701 -2.38926 0.04018
O -4.29388 3.43030 0.37825
H -5.03510 2.94191 0.02006
H -4.45779 3.45805 1.32091
O -0.51789 -4.52320 2.35371
H -1.05612 -4.63239 3.13768
H -1.00273 -3.89803 1.81490
O -1.54509 1.59096 3.82775
H -1.13867 1.14197 4.56901
H -2.23357 2.12765 4.22040
O -1.90675 3.27982 1.43363
H -2.45232 2.97985 0.70658
H -2.38285 4.02541 1.79922
O -1.77489 -4.70438 -0.94958
H -1.85581 -3.82714 -0.57525
H -1.46130 -4.55660 -1.84180
O -5.68489 0.79949 -2.24880
H -5.60947 0.12024 -2.91899
H -4.85469 0.76130 -1.77390
O 3.25729 -0.23821 0.07441
H 2.46408 0.20612 -0.22496
H 3.29864 -1.03633 -0.45239
O 0.79650 0.12749 2.68502
H 0.49034 -0.71392 2.34660
H 1.46586 -0.10228 3.32952
O 1.70633 -2.60518 1.17271
H 1.53611 -3.41211 0.68680
H 2.49764 -2.24585 0.77153
*
```

=====

- The lowest DFT total energy belongs to which entry?
  C6H20CdF18N3O22S6